Entry 1:
The molecule C18H22N6O2. Source: the Open Molecules 2025 dataset; level of theory: wB97M-V/def2-TZVPD.

Output
SMILES string   Cc1nn(C)c(C)c1NC(=O)CNC(=O)Cc1c(C)[nH]c2cccnc12
HOMO-LUMO gap   7.7919 eV
Relative energy (zero: lowest compared OMol25 entry of this formula, charge and spin)   120.0 kJ/mol
E_LUMO   0.41 eV

Geometry as XYZ:
```
48
Properties=species:S:1:pos:R:3:lowdin_charge:R:1
O -0.57640 0.66817 -1.69006 -0.0080
O -0.81739 -3.05811 0.96946 0.0524
N 2.53111 -4.60577 -1.70925 0.0949
N 0.01467 1.77311 2.83043 0.0968
C -0.50289 1.10161 -0.51973 -0.3876
C -0.83673 -2.16832 0.13477 -0.4269
C 1.49767 -4.29163 -0.96874 -0.2456
C 0.86438 -3.03764 -1.53656 -0.1030
C -1.61055 4.33154 0.81657 -0.2269
C 1.56399 -2.78707 -2.69064 -0.1965
C -0.77109 3.23089 0.87685 -0.0948
C -0.17306 1.57737 4.15755 -0.1133
C -0.67649 2.79486 2.27264 -0.2028
C -1.04423 2.38081 4.90518 -0.0637
C -1.73009 3.41821 4.30001 -0.0111
C -1.53041 3.58703 2.98648 -0.2446
N -0.11365 -2.14245 -1.06008 0.1409
N -2.09973 4.47673 2.11038 0.1104
N 2.60983 -3.70290 -2.69715 -0.1808
N -0.97214 0.32998 0.52592 0.0883
C 1.06466 -5.17564 0.16654 -0.0550
C -1.96079 5.17294 -0.35168 -0.0142
C 1.34895 -1.73373 -3.77944 -0.0027
C 0.05413 2.54291 -0.22412 -0.0106
C 3.71605 -3.67954 -3.65795 -0.0207
C -1.72200 -0.96052 0.41845 -0.0590
H 0.38117 0.77282 4.61956 0.1041
H -1.16923 2.13999 5.95969 0.1035
H -2.42549 4.05259 4.85027 0.1236
H -0.30906 -1.28984 -1.58580 0.0900
H -2.76304 5.22233 2.39302 0.1792
H -0.83691 0.70023 1.46001 0.0797
H 1.50757 -6.15039 0.16469 0.0596
H -0.00171 -5.31955 0.11583 0.0600
H 1.31747 -4.67246 1.13537 0.0875
H -1.40156 4.84780 -1.21588 0.0711
H -3.04292 5.10473 -0.60590 0.0967
H -1.79376 6.24958 -0.19748 0.0878
H 0.45350 -1.13292 -3.56178 0.0701
H 2.18544 -1.05417 -3.75873 0.0712
H 1.32123 -2.14362 -4.78335 0.0736
H 1.07355 2.49407 0.09215 0.1110
H 0.04654 3.12969 -1.12447 0.0992
H 4.24219 -2.73763 -3.50978 0.0807
H 4.45039 -4.48608 -3.46179 0.0937
H 3.35829 -3.75248 -4.67834 0.0759
H -2.17502 -1.15395 1.41978 0.1344
H -2.54644 -0.86360 -0.31291 0.1315
```

---

Entry 2:
A structure of composition C18H22N8RuS. Source: the Open Molecules 2025 dataset; level of theory: wB97M-V/def2-TZVPD.

Output
HOMO-LUMO gap (alpha / beta)   7.5950 / 4.4401 eV
Total charge   +4
Expectation value of S²   6.06
Relative energy (zero: lowest compared OMol25 entry of this formula, charge and spin)   136.6 kJ/mol
Spin multiplicity   5
E_LUMO (alpha / beta)   -13.57 / -17.16 eV

Geometry as XYZ:
```
50
Properties=species:S:1:pos:R:3:lowdin_charge:R:1
Ru -0.60506 -0.74600 -0.01217 1.4321
N -1.85682 -1.14321 1.79224 -0.0592
C -1.24351 -0.66110 3.04482 -0.1969
C 0.01317 -1.48864 3.32195 -0.1687
N 0.87213 -1.48445 2.15103 -0.0817
C 1.56985 -2.71970 1.84037 -0.1686
C 1.61138 -2.92265 0.32455 -0.1970
N 0.23802 -2.80486 -0.20248 -0.0585
H -2.76937 -0.68959 1.67192 0.1058
H -2.07115 -2.14208 1.90774 0.1286
H -1.92646 -0.77425 3.89449 0.1508
H -1.00176 0.40348 2.94585 0.1088
H -0.27522 -2.51595 3.56073 0.1388
H 0.52184 -1.08288 4.20728 0.1551
H 1.50020 -0.68001 2.14254 0.1395
H 1.04835 -3.56127 2.30447 0.1388
H 2.59652 -2.72198 2.23133 0.1550
H 2.03556 -3.91203 0.11967 0.1507
H 2.25270 -2.17534 -0.15655 0.1087
H -0.34307 -3.51109 0.26733 0.1287
H 0.23663 -3.07639 -1.19215 0.1058
S 3.28450 5.61536 -1.23893 1.2792
N 3.42386 4.13007 -1.83943 -0.1153
C 2.44497 3.34032 -1.43252 -0.2426
C 2.21552 1.96468 -1.75739 -0.0075
C 2.92954 1.25594 -2.73736 0.1156
C 2.53066 -0.03301 -3.04436 0.0747
C 1.49027 -0.61789 -2.32700 -0.0293
N 0.84785 0.01288 -1.34150 -0.0280
C 1.14804 1.31035 -1.09435 -0.1060
C 0.24469 2.03102 -0.22547 -0.1048
N -0.81741 1.33876 0.24884 -0.0267
C -1.81072 2.01069 0.83312 -0.0291
C -1.76284 3.38360 1.05813 0.0749
C -0.64082 4.09719 0.67739 0.1158
C 0.38286 3.42461 -0.00922 -0.0068
C 1.53853 4.06159 -0.56410 -0.2420
N 1.93579 5.31415 -0.41826 -0.1160
H 3.75020 1.72794 -3.25970 0.1604
H 3.01475 -0.59009 -3.83483 0.1558
H 1.16254 -1.62051 -2.57946 0.1373
H -2.69740 1.45445 1.11320 0.1371
H -2.59852 3.87884 1.53217 0.1557
H -0.56099 5.15870 0.86096 0.1600
C -4.32567 -2.13573 -2.75447 -0.0024
C -3.26924 -1.83068 -1.89659 -0.1908
N -2.39706 -1.60204 -1.16826 0.0695
H -4.52499 -3.21257 -2.74147 0.1332
H -4.10249 -1.83932 -3.78548 0.1300
H -5.24034 -1.61930 -2.43861 0.1312
```